Entry 1:
DFT (ωB97M-V with the def2-TZVPD basis set) results for a structure of composition C18H29AsN2OS2Y in a non-equilibrium geometry.

Its HOMO-LUMO gap is 6.9592 eV. For the HOMO energy, the calculation gives -17.035 eV. The LUMO energy is -10.076 eV.

The geometry in ORCA input format:
```
! RIJCOSX wB97M-V def2-TZVPD def2/J DEFGRID3
* xyz 3 1
Y 1.59 0.93 -0.54
As 2.12 -0.39 -3.84
S -0.73 -0.59 1.10
S 2.14 -1.27 -1.86
O -0.39 0.29 -0.14
N 1.44 3.08 0.67
N 2.98 0.33 1.45
C 3.51 0.97 -4.01
C -2.18 0.28 3.23
C 2.36 0.70 2.76
C 1.05 2.83 2.10
C -2.73 -4.41 -0.32
C -3.22 0.97 3.85
C -2.12 0.28 1.84
C 0.39 0.44 -4.24
C 2.46 -1.81 -5.10
C -1.53 -2.06 0.46
C 2.19 2.21 2.92
C -1.97 -4.38 0.84
C -2.27 -2.08 -0.71
C -2.87 -3.27 -1.10
C -4.16 1.64 3.09
C -1.37 -3.20 1.24
C -3.06 0.94 1.06
C -4.08 1.63 1.70
H 0.74 3.74 0.30
H 0.77 3.77 2.57
H 0.17 2.17 2.11
H 1.69 -2.59 -5.02
H 2.46 -1.41 -6.12
H 0.21 1.32 -3.61
H 1.39 0.20 2.82
H -1.85 -5.27 1.44
H -4.97 2.17 3.57
H 3.28 1.86 -3.41
H -2.99 0.93 -0.01
H -0.79 -3.16 2.15
H -3.47 -3.30 -2.00
H 3.44 -2.26 -4.90
H 3.17 -0.68 1.49
H 3.92 0.76 1.46
H 4.47 0.56 -3.71
H -3.28 0.97 4.93
H 2.31 3.64 0.72
H 2.99 0.34 3.58
H 1.97 2.40 3.97
H -2.38 -1.19 -1.32
H 0.39 0.74 -5.29
H -3.21 -5.33 -0.62
H -0.41 -0.29 -4.08
H -4.83 2.14 1.11
H -1.45 -0.25 3.81
H 3.58 1.26 -5.07
H 3.13 2.72 2.70
*
```

Entry 2:
DFT (ωB97M-V with the def2-TZVPD basis set) results for an isolated molecule of C21H32N4O2S in a non-equilibrium geometry.

As for the SMILES: CCCCN(C)CCNC(=O)c1ccc2c(c1)NC(=O)[C@H](N1CCCCC1)S2. Its HOMO-LUMO gap is 6.3978 eV. For the HOMO energy, the calculation gives -6.737 eV. The LUMO energy is -0.339 eV.

The geometry in ORCA input format:
```
! RIJCOSX wB97M-V def2-TZVPD def2/J DEFGRID3
* xyz 0 1
S -3.79 -1.62 1.20
O -3.11 2.13 0.28
O 2.21 -3.84 -0.46
N -1.65 0.46 0.36
N -5.41 0.33 -0.19
N 4.02 0.51 -1.15
N 2.80 -1.77 0.32
C 1.99 -2.85 -0.04
C 4.24 -1.85 -0.34
C -3.98 0.09 -0.18
C -8.23 0.69 -0.29
C 7.03 2.28 0.87
C 0.64 -2.22 0.17
C -7.21 1.79 0.46
C -3.12 1.07 0.13
C -7.48 0.12 -1.34
C -0.38 -3.30 0.82
C 0.02 -0.99 0.23
C 4.54 -1.03 -1.48
C 5.02 1.30 -0.58
C -6.24 -0.73 -0.95
C -5.90 0.92 0.96
C -1.33 -0.76 0.30
C 3.06 1.04 -2.09
C 5.94 1.05 0.50
C 7.71 1.83 2.24
C -1.64 -2.96 0.99
C -2.25 -1.69 0.97
H -8.60 0.06 0.65
H 4.69 2.51 -0.40
H -8.13 -0.65 -2.01
H 7.48 2.36 0.12
H 0.07 -4.18 0.48
H 8.38 0.91 2.29
H -3.65 -0.49 -1.16
H -5.74 -1.09 -1.79
H 3.47 1.33 -3.07
H 4.06 -1.30 -2.16
H 2.25 0.49 -2.14
H 4.91 -1.55 0.59
H 5.61 -0.76 -1.57
H -6.19 0.03 1.66
H 6.46 -0.03 0.23
H 6.30 3.06 1.00
H -7.27 0.87 -1.83
H -7.12 2.56 0.06
H -5.33 1.63 1.34
H 2.71 1.89 -1.62
H 5.93 1.44 -1.48
H -7.59 2.03 1.57
H -6.40 -1.22 -0.19
H -9.12 1.28 -0.46
H 8.39 2.73 2.43
H 7.15 1.67 2.99
H 2.60 -0.77 0.43
H -0.90 1.15 0.46
H 4.62 -2.80 -0.64
H 5.12 0.85 1.39
H 0.55 -0.16 -0.17
H -2.22 -3.83 1.26
*
```